# 1
Formula: C15H25BaN9O3Se
Source: OMol25
Level of theory: wB97M-V/def2-TZVPD

Computed properties:
Molecular weight ... 595.713 g mol⁻¹
Frontier orbital gap ... 8.4 eV
Charge ... +2

Last column: Mulliken charge in e.
Atoms and positions in Å:
Ba  -0.229  -0.265  -0.085  2.102
C  -1.653  3.314  4.559  -1.232
N  -1.695  3.092  3.114  0.186
C  -1.916  4.255  2.265  -1.289
C  -1.432  1.900  2.536  0.182
N  -1.182  1.706  1.278  -0.375
N  -1.519  0.824  3.425  -0.107
C  -0.939  -0.441  3.363  0.404
N  -1.266  -1.207  4.435  -0.399
N  -0.172  -0.797  2.395  -0.554
H  -2.623  3.138  5.031  0.322
H  -1.376  4.350  4.739  0.455
H  -0.892  2.691  5.025  0.444
H  -2.459  5.005  2.834  0.446
H  -2.531  3.985  1.406  0.416
H  -0.979  4.694  1.915  0.356
H  -1.086  2.594  0.794  0.040
H  -2.054  1.011  4.255  0.235
H  -1.792  -0.852  5.213  0.172
H  -0.832  -2.105  4.550  0.214
H  0.174  -1.744  2.547  0.043
O  -2.333  0.038  -1.111  -0.303
O  -2.054  -1.353  -0.790  -0.727
N  0.663  1.838  -4.282  -0.040
C  1.624  2.544  -3.601  -0.400
C  1.569  2.087  -2.324  -0.552
N  0.595  1.112  -2.209  0.064
C  0.075  0.993  -3.412  -0.573
H  0.451  1.917  -5.262  0.209
H  2.240  3.283  -4.080  0.404
H  2.174  2.389  -1.486  0.391
H  -0.714  0.315  -3.695  0.444
O  2.240  -0.364  0.264  -0.538
H  2.594  0.143  1.006  0.294
H  3.010  -0.811  -0.111  0.242
C  -6.078  1.373  -2.367  -0.960
N  -5.882  0.035  -1.815  0.285
C  -4.972  -0.357  -0.921  0.053
Se  -3.628  0.664  -0.032  0.103
N  -5.119  -1.665  -0.704  0.087
C  -6.147  -2.160  -1.492  0.315
C  -6.679  -3.440  -1.638  -0.840
C  -7.735  -3.556  -2.512  -0.500
C  -8.246  -2.447  -3.218  -0.645
C  -7.714  -1.186  -3.076  -0.664
C  -6.641  -1.072  -2.192  0.808
H  -5.273  2.016  -2.027  0.308
H  -7.036  1.765  -2.033  0.362
H  -6.064  1.302  -3.452  0.370
H  -4.466  -2.192  -0.143  0.265
H  -6.291  -4.290  -1.096  0.421
H  -8.190  -4.525  -2.662  0.412
H  -9.081  -2.594  -3.889  0.411
H  -8.109  -0.340  -3.620  0.438

---

# 2
Formula: C15H25Br2F13I3N2O2PSTa
Source: OMol25
Level of theory: wB97M-V/def2-TZVPD

Computed properties:
Molecular weight ... 1296.860 g mol⁻¹
Frontier orbital gap ... 7.2 eV
Charge ... -1

Last column: Mulliken charge in e.
Atoms and positions in Å:
C  -2.072  -3.444  0.237  -0.874
C  -1.333  -3.155  1.555  -0.835
I  -2.727  -3.079  3.226  -0.021
C  -0.188  -2.148  1.502  -1.137
Ta  -0.364  0.122  1.199  0.518
N  -0.480  -0.269  -0.885  0.445
C  1.926  0.006  0.931  -0.942
C  2.512  0.623  -0.362  -0.449
C  3.602  -0.172  -1.062  1.113
F  3.698  -1.477  -0.762  -0.319
F  4.808  0.368  -0.735  -0.375
C  3.579  -0.054  -2.625  0.556
F  3.428  1.209  -3.009  -0.282
F  4.815  -0.404  -3.025  -0.334
C  2.608  -1.049  -3.338  0.639
F  1.637  -1.468  -2.574  -0.203
F  3.328  -2.154  -3.578  -0.347
C  2.116  -0.606  -4.755  0.516
F  3.053  -0.004  -5.416  -0.272
F  1.867  -1.709  -5.426  -0.285
S  0.541  0.425  -4.828  1.390
F  -0.324  -0.795  -4.383  -0.312
F  0.718  0.951  -3.378  -0.293
F  1.347  1.676  -5.367  -0.337
F  0.348  -0.017  -6.344  -0.362
F  -0.776  1.267  -4.952  -0.331
C  -0.212  0.632  3.462  -0.884
Br  1.443  1.658  3.950  -0.185
C  -0.293  -0.558  4.503  0.376
C  -1.429  -0.291  5.512  -1.361
Br  1.319  -0.718  5.679  -0.210
C  -2.693  0.164  1.135  -0.461
I  -3.709  0.933  2.920  -0.031
C  -3.497  0.761  -0.060  -1.053
C  -3.169  2.139  -0.612  -1.058
I  -3.827  -0.632  -1.720  -0.055
P  -0.066  2.678  0.733  0.557
N  -0.985  3.611  1.624  -0.898
O  1.457  3.222  1.063  -0.494
O  -0.117  3.086  -0.862  -0.363
H  -1.478  -3.174  -0.632  0.076
H  -3.065  -3.006  0.252  0.199
H  -2.235  -4.518  0.170  0.382
H  -0.863  -4.109  1.770  0.861
H  0.412  -2.460  0.637  0.572
H  0.498  -2.347  2.331  0.661
H  -0.973  0.440  -1.416  -0.220
H  -0.783  -1.206  -1.123  -0.103
H  2.497  0.438  1.753  0.299
H  2.220  -1.049  0.936  0.792
H  1.785  0.944  -1.107  -0.191
H  3.008  1.545  -0.069  0.342
H  -0.906  1.388  3.798  0.689
H  -0.406  -1.569  4.136  -0.020
H  -2.387  -0.659  5.162  0.147
H  -1.193  -0.783  6.451  0.462
H  -1.462  0.767  5.752  0.374
H  -3.019  -0.878  1.123  0.312
H  -4.513  0.831  0.312  0.968
H  -4.073  2.520  -1.090  0.423
H  -2.466  2.058  -1.436  0.215
H  -2.881  2.890  0.118  0.264
H  -1.529  2.992  2.229  0.206
H  1.383  3.839  1.806  0.331
H  0.537  3.779  -1.040  0.211

---

# 3
Formula: C15H25BrClNO4S2
Source: OMol25
Level of theory: wB97M-V/def2-TZVPD

Computed properties:
Molecular weight ... 462.859 g mol⁻¹
Frontier orbital gap ... 9.0 eV

Last column: Mulliken charge in e.
Atoms and positions in Å:
C  2.168  -3.472  -0.187  -0.729
C  0.967  -3.902  0.226  -0.268
C  -0.374  -3.498  -0.342  -1.472
C  -0.730  -1.973  -0.124  1.488
C  -0.080  -1.504  1.173  -1.654
C  -0.667  -0.217  1.769  -0.459
C  -0.149  0.008  3.186  -0.538
Cl  -0.875  1.553  3.768  -0.212
O  -2.158  -2.006  0.147  -0.534
S  -2.892  -2.249  -1.274  1.306
O  -4.073  -1.478  -1.329  -0.660
O  -3.183  -3.614  -1.485  -0.612
O  -1.729  -1.677  -2.207  -0.352
C  -0.605  -1.121  -1.390  1.080
S  -1.087  0.651  -1.311  -0.282
C  0.593  -1.329  -2.325  -1.523
C  1.648  -0.233  -2.297  0.181
C  2.900  -0.789  -3.035  -1.374
Br  2.240  0.272  -0.503  -0.128
H  2.421  -3.599  -1.237  0.383
H  2.886  -2.950  0.434  0.233
H  0.951  -4.579  1.078  0.424
H  -0.416  -3.712  -1.412  0.499
H  -1.144  -4.081  0.146  0.508
H  0.996  -1.413  1.118  0.232
H  -0.276  -2.295  1.904  0.701
H  -0.257  0.612  1.193  -0.269
H  -1.750  -0.158  1.723  0.674
H  0.921  0.165  3.130  0.300
H  -0.387  -0.807  3.859  0.452
H  -2.213  0.525  -0.573  0.207
H  0.158  -1.304  -3.324  0.357
H  1.018  -2.316  -2.221  0.294
H  1.354  0.660  -2.834  0.656
H  3.442  -0.010  -3.558  0.353
H  2.638  -1.611  -3.699  0.362
H  3.539  -1.216  -2.268  0.377
C  -0.670  5.930  1.389  -1.231
C  -1.283  4.572  1.068  -0.675
C  -0.346  3.403  1.385  0.627
C  0.888  3.501  0.595  0.243
N  1.845  3.575  -0.015  -0.525
H  0.221  6.118  0.788  0.338
H  -1.380  6.729  1.176  0.368
H  -0.392  5.995  2.443  0.304
H  -1.559  4.545  0.011  0.289
H  -2.204  4.450  1.642  0.390
H  -0.831  2.453  1.153  -0.416
H  -0.085  3.396  2.445  0.284

---

# 4
Formula: C15H25BrIMnO3P2
Source: OMol25
Level of theory: wB97M-V/def2-TZVPD

Computed properties:
Multiplicity ... 5
Molecular weight ... 577.056 g mol⁻¹
Frontier orbital gap (alpha / beta) ... 7.8 / 4.9 eV
Charge ... +2

Last column: Mulliken charge in e.
Atoms and positions in Å:
C  -0.751  0.011  -1.935  -1.295
I  1.231  0.199  2.784  0.274
H  0.094  0.105  -2.666  0.415
H  -1.453  0.863  -2.125  0.383
H  -1.307  -0.928  -2.190  0.388
Mn  -0.002  0.074  -0.180  -0.083
P  0.204  2.352  0.000  1.114
C  -1.208  3.209  0.773  -0.999
C  1.641  2.977  0.942  -1.379
H  1.859  4.014  0.648  0.436
H  0.622  4.211  -1.506  0.439
H  2.510  2.340  0.726  0.414
H  1.234  2.650  -2.151  0.407
H  -1.326  2.854  1.812  0.005
H  1.427  2.919  2.021  0.326
C  0.400  3.140  -1.625  -1.350
H  -1.056  4.304  0.773  0.470
H  -0.514  3.012  -2.221  0.358
H  -2.136  2.972  0.226  0.400
P  0.204  -2.474  -0.034  1.219
C  -1.215  -3.257  0.776  -1.022
C  0.382  -3.187  -1.614  -1.303
H  2.494  -2.337  0.762  0.368
H  1.846  -4.010  0.694  0.439
H  1.405  -2.915  2.059  0.206
C  1.621  -2.972  0.979  -1.202
H  1.189  -2.668  -2.137  0.386
H  0.640  -4.233  -1.445  0.475
H  -1.091  -4.327  0.799  0.569
H  -2.138  -2.967  0.262  0.363
H  -0.552  -3.089  -2.167  0.386
H  -1.361  -2.971  1.805  0.002
C  -1.786  0.136  0.546  0.589
O  -2.881  0.105  1.003  -0.375
Br  -2.609  1.681  3.983  -0.005
C  -1.609  0.361  4.913  0.220
C  -1.237  0.609  6.232  -0.447
C  -0.504  -0.336  6.950  -0.465
C  -0.135  -1.545  6.353  -0.598
C  -0.479  -1.814  5.035  -0.455
C  -1.112  -0.791  4.273  0.183
C  -1.625  -1.177  2.918  0.268
O  -2.774  -1.663  2.792  -0.435
O  -0.903  -1.187  1.812  0.126
H  -1.521  1.543  6.696  0.465
H  -0.222  -0.130  7.984  0.438
H  0.423  -2.285  6.911  0.455
H  -0.187  -2.742  4.538  0.428

---

> Which value of molecular weight does entry 2 give?

1296.860 g mol⁻¹